1.
Molecular formula: C9H22N2Si
Method: DFT, ωB97M-V/def2-TZVPD

HOMO energy = -8.68 eV
frontier orbital gap = 9.533 eV
SMILES string = CCC(=C(C)C)[Si](N)(N)C(C)C

```
! RIJCOSX wB97M-V def2-TZVPD def2/J DEFGRID3
* xyz 0 1
C 0.154 -1.895 0.791
C 0.578 -1.087 -0.200
C -0.201 -1.495 2.268
C -0.193 -3.379 0.729
C -0.717 -1.441 -2.436
C -1.658 2.053 -0.590
C -0.094 3.329 0.874
C 0.596 -1.635 -1.604
C -0.706 1.918 0.592
N 1.550 1.360 -1.475
N 2.298 0.973 1.200
Si 0.805 0.833 0.019
H 0.245 -0.516 2.666
H -0.088 -2.331 2.885
H -1.303 -1.348 2.410
H -0.835 -3.585 -0.105
H 0.668 -4.148 0.681
H -0.895 -3.668 1.627
H -0.450 -1.248 -3.438
H -1.363 -2.357 -2.448
H -1.481 -0.686 -1.967
H -2.731 1.857 -0.154
H -1.527 3.169 -0.965
H -1.456 1.399 -1.490
H 0.688 3.416 0.096
H 0.306 3.268 1.922
H -0.955 3.891 0.725
H 0.879 -2.712 -1.817
H 1.312 -0.980 -2.032
H -1.177 1.567 1.407
H 2.305 2.065 -1.467
H 0.847 1.482 -2.174
H 2.176 1.790 1.814
H 2.422 0.142 1.657
*
```

2.
Molecular formula: C9H22N2Si
Method: DFT, ωB97M-V/def2-TZVPD

HOMO energy (spin up / spin down) = -5.38 / -8.83 eV
frontier orbital gap (spin up / spin down) = 5.269 / 9.567 eV

```
! RIJCOSX wB97M-V def2-TZVPD def2/J DEFGRID3
* xyz 0 1
C 2.661 0.851 -0.197
C 1.459 -0.336 -2.074
C -1.229 2.087 -1.224
C -0.341 2.689 1.099
C 0.403 -2.620 1.156
C -2.044 -1.835 0.842
C 1.651 -0.281 -0.590
C -1.094 1.667 0.208
C -0.584 -1.411 1.317
N -2.153 -1.181 -3.541
N -2.573 -0.470 -2.655
Si -0.123 0.007 0.284
H 2.427 1.680 -0.789
H 2.497 1.113 0.818
H 3.692 0.585 -0.450
H 1.270 0.796 -2.561
H 0.591 -0.909 -2.418
H 2.380 -0.631 -2.516
H -0.265 2.131 -1.762
H -1.881 1.351 -1.708
H -1.731 3.109 -1.387
H -1.137 3.548 1.029
H 0.664 2.802 0.730
H -0.284 2.190 2.115
H 1.436 -2.362 1.438
H 0.095 -3.492 1.694
H 0.483 -2.835 0.159
H -2.832 -1.154 1.102
H -2.225 -2.685 1.360
H -1.974 -1.899 -0.199
H 2.061 -1.151 -0.116
H -2.083 1.469 0.500
H -0.643 -1.167 2.483
H -2.797 -1.193 -4.468
*
```

Energy ordering: 1 at the bottom, the next structure 4.886 eV above.

1.
Molecular formula: CH2I2O
Method: DFT, ωB97M-V/def2-TZVPD

HOMO energy (spin up / spin down) = -7.90 / -8.48 eV
frontier orbital gap (spin up / spin down) = 5.118 / 6.865 eV

```
! RIJCOSX wB97M-V def2-TZVPD def2/J DEFGRID3
* xyz 0 1
C -0.304 0.123 -0.326
O -0.968 -0.731 0.345
I 2.962 -1.054 -0.017
I -0.763 2.205 -0.140
H 0.850 -0.143 -0.556
H -1.778 -0.400 0.693
*
```

2.
Molecular formula: CH2I2O
Method: DFT, ωB97M-V/def2-TZVPD

HOMO energy = -9.80 eV
frontier orbital gap = 9.944 eV
SMILES string = O=CI.I

```
! RIJCOSX wB97M-V def2-TZVPD def2/J DEFGRID3
* xyz 0 1
C 1.323 -0.983 -0.220
O 1.757 -1.590 -1.102
I -2.936 2.046 -0.020
I 2.356 0.889 0.240
H 0.478 -0.954 0.446
H -2.978 0.591 0.656
*
```

3.
Molecular formula: CH2I2O
Method: DFT, ωB97M-V/def2-TZVPD

HOMO energy = -10.00 eV
frontier orbital gap = 10.127 eV
SMILES string = O=CI.I

```
! RIJCOSX wB97M-V def2-TZVPD def2/J DEFGRID3
* xyz 0 1
C -1.521 0.544 0.286
O -0.647 0.686 -0.509
I 3.980 -1.030 0.037
I -2.838 -1.154 0.181
H -1.862 1.265 1.087
H 2.887 -0.310 -1.084
*
```

Energy ordering: 3 at the bottom, the next structure 0.075 eV above.

1.
Molecular formula: C3H10N2S2
Method: DFT, ωB97M-V/def2-TZVPD

HOMO energy = -8.92 eV
frontier orbital gap = 9.448 eV
SMILES string = [H]/N=C/N.CCSS

```
! RIJCOSX wB97M-V def2-TZVPD def2/J DEFGRID3
* xyz 0 1
C -0.251 -1.350 2.424
C -0.548 -0.387 1.293
S -2.298 -0.523 0.817
S -2.378 0.752 -0.787
H -0.431 -2.373 2.091
H -0.888 -1.179 3.293
H 0.790 -1.285 2.723
H 0.050 -0.621 0.414
H -0.354 0.649 1.568
H -2.681 1.878 -0.121
N 0.964 1.596 -1.556
C 1.566 0.470 -2.079
N 1.322 -0.689 -1.635
H 0.038 1.390 -1.201
H 0.978 2.383 -2.186
H 2.281 0.663 -2.884
H 1.839 -1.375 -2.175
*
```

2.
Molecular formula: C3H10N2S2
Method: DFT, ωB97M-V/def2-TZVPD

HOMO energy = -8.79 eV
frontier orbital gap = 9.514 eV
SMILES string = NC[C@@H](N)CSS

```
! RIJCOSX wB97M-V def2-TZVPD def2/J DEFGRID3
* xyz 0 1
S -4.247 -0.310 0.240
S -2.598 0.838 -0.336
C -1.230 -0.352 -0.092
C 0.119 0.392 -0.035
C 1.262 -0.581 0.311
N 2.556 0.126 0.271
N 0.357 1.096 -1.282
H -4.197 -0.112 1.592
H -1.333 -0.894 0.848
H -1.341 -0.974 -0.979
H 0.037 1.017 0.863
H 1.185 -1.053 1.297
H 1.236 -1.404 -0.409
H 3.180 0.078 1.062
H 3.087 -0.327 -0.452
H 1.012 0.546 -1.831
H 0.916 1.914 -1.067
*
```

3.
Molecular formula: C3H10N2S2
Method: DFT, ωB97M-V/def2-TZVPD

HOMO energy = -8.62 eV
frontier orbital gap = 7.932 eV
SMILES string = NC[C@@H](N)CSS

```
! RIJCOSX wB97M-V def2-TZVPD def2/J DEFGRID3
* xyz 0 1
S 0.402 1.205 2.738
S 2.336 0.942 1.641
C 1.458 0.611 -0.086
C 0.044 0.107 -0.087
C -0.430 -0.070 -1.482
N -1.783 -0.608 -1.433
N 0.054 -1.145 0.635
H -0.188 0.423 3.732
H 1.575 1.477 -0.727
H 2.249 -0.212 -0.442
H -0.661 0.777 0.383
H -0.348 0.934 -1.849
H 0.173 -0.787 -2.017
H -2.502 -0.139 -0.856
H -2.148 -0.623 -2.412
H -0.710 -1.811 0.573
H 0.481 -1.081 1.689
*
```

Energy ordering: 1 at the bottom, the next structure 0.377 eV above.